Entry 1:
Density functional theory data (ωB97M-V/def2-TZVPD) for a 21-piece molecular cluster, H42O21 overall.

Properties
Kohn-Sham gap = 10.561 eV
Relative energy (zero: lowest compared OMol25 entry of this formula, charge and spin) = 324.77 kJ/mol
E = -1605.3004 hartree
2S+1 = 1

Cartesian coordinates (Å):
1 O 2.846 -3.252 0.803
2 H 3.585 -2.668 0.856
3 H 2.999 -3.674 -0.115
4 O -1.667 0.431 -3.425
5 H -2.388 0.546 -2.786
6 H -2.011 0.325 -4.298
7 O -2.087 -2.274 2.084
8 H -1.707 -3.042 1.659
9 H -1.670 -1.984 2.908
10 O -2.730 0.295 1.667
11 H -2.666 -0.696 1.627
12 H -3.463 0.453 2.266
13 O -2.648 1.222 -1.105
14 H -2.899 0.835 -0.265
15 H -2.702 2.150 -1.050
16 O 3.490 1.659 -4.151
17 H 4.296 2.102 -3.937
18 H 3.553 1.581 -5.130
19 O 0.072 -3.288 -1.954
20 H 0.664 -3.822 -2.480
21 H -0.019 -2.480 -2.494
22 O 3.090 -3.905 -2.150
23 H 3.217 -2.987 -2.554
24 H 3.930 -4.370 -2.378
25 O -0.430 5.275 0.370
26 H 0.408 5.512 0.684
27 H -0.325 4.353 0.129
28 O 1.655 -4.868 2.374
29 H 2.332 -4.284 1.953
30 H 2.128 -5.640 2.720
31 O -1.706 -0.531 4.531
32 H -1.511 0.139 3.832
33 H -0.921 -0.547 5.044
34 O -3.424 4.340 -0.600
35 H -3.573 5.059 -1.236
36 H -3.713 4.742 0.194
37 O 0.713 -0.319 -1.948
38 H -0.163 -0.125 -2.320
39 H 0.492 -0.347 -1.004
40 O -4.556 3.482 2.053
41 H -3.864 4.058 2.488
42 H -4.080 2.635 1.959
43 O -2.635 6.301 1.417
44 H -1.712 6.068 1.160
45 H -2.450 6.992 2.002
46 O 4.986 -1.982 -0.459
47 H 4.326 -1.830 -1.145
48 H 5.165 -1.096 -0.150
49 O -0.189 2.572 0.151
50 H 0.322 2.325 0.967
51 H 0.180 2.096 -0.600
52 O 0.487 -1.222 0.700
53 H 1.331 -1.674 0.647
54 H -0.054 -1.976 0.907
55 O -0.497 -4.049 0.750
56 H 0.148 -4.659 1.148
57 H -0.225 -4.021 -0.185
58 O -0.168 1.095 2.583
59 H -1.014 1.204 2.162
60 H 0.123 0.383 1.996
61 O 3.323 -1.013 -2.652
62 H 2.355 -0.857 -2.676
63 H 3.650 -0.747 -3.547


Entry 2:
Density functional theory data (ωB97M-V/def2-TZVPD) for a 2-piece molecular cluster, C5H14N overall.

Properties
Kohn-Sham gap = 9.951 eV
Relative energy (zero: lowest compared OMol25 entry of this formula, charge and spin) = 80.60 kJ/mol
E = -253.3876 hartree
Total charge = +1
2S+1 = 1

Cartesian coordinates (Å):
1 C 1.514 1.348 -0.289
2 C 1.443 -0.012 0.359
3 C 0.754 -1.052 -0.133
4 C 0.729 -2.405 0.551
5 H 0.937 1.444 -1.206
6 H 1.091 2.084 0.405
7 H 2.552 1.582 -0.534
8 H 1.904 -0.129 1.334
9 H 0.313 -1.039 -1.132
10 H 1.056 -2.329 1.584
11 H -0.297 -2.783 0.578
12 H 1.338 -3.106 -0.014
13 C -1.991 1.305 -0.885
14 N -1.760 0.527 0.382
15 H -1.367 0.853 -1.646
16 H -3.043 1.271 -1.141
17 H -1.699 2.332 -0.690
18 H -0.724 0.383 0.564
19 H -2.232 -0.375 0.344
20 H -2.110 1.037 1.192


Entry 3:
Density functional theory data (ωB97M-V/def2-TZVPD) for a 7-piece molecular cluster, C7H28N14O7 overall.

Properties
Expectation value of S² = 0.750
Kohn-Sham gap (spin up / spin down) = 2.545 / 9.168 eV
Relative energy (zero: lowest compared OMol25 entry of this formula, charge and spin) = 57.69 kJ/mol
E = -1576.9331 hartree
Total charge = -1
2S+1 = 2

Cartesian coordinates (Å):
1 C 1.679 -0.925 4.141
2 O 0.957 -0.418 3.368
3 N 2.916 -1.201 4.019
4 N 1.209 -1.401 5.238
5 H 3.343 -1.727 4.769
6 H 3.537 -0.823 3.318
7 H 1.487 -1.199 6.187
8 H 0.225 -1.441 5.015
9 C -0.444 2.680 1.666
10 O -1.369 1.954 1.874
11 N 0.768 2.486 2.030
12 N -0.563 3.734 0.920
13 H 0.917 1.634 2.552
14 H 1.436 3.154 1.674
15 H 0.324 4.120 0.630
16 H -1.398 3.849 0.364
17 C -3.693 1.957 -0.412
18 O -4.470 1.917 -1.369
19 N -3.133 0.865 0.085
20 N -3.349 2.954 0.335
21 H -3.151 0.079 -0.549
22 H -2.470 0.969 0.840
23 H -3.908 3.795 0.316
24 H -2.713 2.777 1.100
25 C 2.259 -3.256 -3.653
26 O 2.907 -4.005 -4.317
27 N 2.238 -3.276 -2.375
28 N 1.428 -2.278 -4.106
29 H 1.595 -2.902 -1.692
30 H 2.901 -3.986 -2.099
31 H 1.444 -1.876 -5.033
32 H 1.066 -1.734 -3.335
33 C 2.159 2.859 -1.434
34 O 1.246 3.589 -1.809
35 N 3.004 3.087 -0.457
36 N 2.541 1.746 -2.040
37 H 3.789 2.453 -0.505
38 H 3.001 4.047 -0.144
39 H 2.108 1.536 -2.927
40 H 3.424 1.476 -1.631
41 C 0.180 -1.281 -0.040
42 O 0.006 -1.870 -1.078
43 N -0.680 -1.177 0.993
44 N 1.376 -0.868 0.373
45 H -1.610 -1.527 0.814
46 H -0.323 -0.777 1.849
47 H 1.477 -0.396 1.260
48 H 1.929 -0.460 -0.368
49 C -3.248 -2.032 -2.055
50 O -2.896 -1.026 -2.628
51 N -2.494 -2.832 -1.387
52 N -4.473 -2.307 -2.132
53 H -1.535 -2.614 -1.158
54 H -3.017 -3.501 -0.839
55 H -4.920 -2.998 -1.546
56 H -5.018 -1.606 -2.613


Entry 4:
Density functional theory data (ωB97M-V/def2-TZVPD) for C5H5BrN2O2 in the gas phase.

Properties
Kohn-Sham gap (spin up / spin down) = 6.896 / 6.861 eV
Relative energy (zero: lowest compared OMol25 entry of this formula, charge and spin) = 735.28 kJ/mol
E = -3027.2246 hartree
2S+1 = 1

Cartesian coordinates (Å):
1 C 1.219 -1.801 0.049
2 C -0.090 -1.379 -0.054
3 C 2.249 -1.010 0.472
4 C 0.488 0.880 -0.102
5 C -1.839 0.298 0.003
6 N -0.422 -0.050 -0.078
7 N 0.220 2.227 0.000
8 O 0.668 2.881 0.922
9 O -0.361 2.682 -0.989
10 Br 3.969 -0.964 -0.102
11 H 1.382 -2.872 -0.038
12 H -0.903 -2.078 -0.155
13 H -2.461 -0.586 -0.130
14 H -2.050 0.743 0.978
15 H -2.070 1.030 -0.776


Entry 5:
Density functional theory data (ωB97M-V/def2-TZVPD) for an isolated ion of composition C21H29N4O4 and charge +1.

Properties
Kohn-Sham gap = 6.039 eV
Relative energy (zero: lowest compared OMol25 entry of this formula, charge and spin) = 70.64 kJ/mol
E = -1337.2521 hartree
Total charge = +1
2S+1 = 1

Cartesian coordinates (Å):
1 C -7.739 0.139 1.457
2 C -6.601 -0.689 0.946
3 C -6.307 -1.916 1.536
4 C -5.266 -2.686 1.060
5 C -4.490 -2.256 -0.007
6 C -4.776 -1.037 -0.600
7 O -4.098 -0.487 -1.669
8 C -2.988 -1.154 -2.212
9 C -1.727 -0.918 -1.363
10 N -1.656 0.496 -1.100
11 C -0.638 1.154 -0.528
12 C 0.531 0.491 -0.171
13 C 1.633 1.112 0.434
14 N 2.737 0.422 0.780
15 C 3.155 -0.799 0.140
16 C 4.356 -0.483 -0.794
17 N 5.445 0.138 -0.095
18 C 6.336 -0.758 0.613
19 C 7.148 -1.626 -0.351
20 O 6.352 -2.710 -0.786
21 C 5.008 1.303 0.620
22 C 3.820 0.968 1.559
23 C 1.526 2.517 0.695
24 C 0.417 3.202 0.348
25 C -0.708 2.575 -0.269
26 N -1.733 3.382 -0.544
27 O -1.785 4.577 -0.308
28 O -2.850 2.844 -1.150
29 C -5.827 -0.260 -0.117
30 H -7.813 1.080 0.920
31 H -8.677 -0.402 1.339
32 H -7.611 0.348 2.518
33 H -6.902 -2.265 2.366
34 H -5.047 -3.638 1.517
35 H -3.692 -2.890 -0.361
36 H -3.171 -2.225 -2.339
37 H -2.848 -0.705 -3.200
38 H -0.849 -1.260 -1.919
39 H -1.795 -1.477 -0.421
40 H -2.542 0.966 -1.249
41 H 0.552 -0.572 -0.334
42 H 2.363 -1.243 -0.454
43 H 3.471 -1.520 0.899
44 H 4.703 -1.412 -1.245
45 H 4.012 0.199 -1.578
46 H 5.803 -1.432 1.299
47 H 7.032 -0.149 1.192
48 H 8.035 -1.996 0.178
49 H 7.472 -1.015 -1.203
50 H 6.894 -3.316 -1.301
51 H 5.832 1.719 1.200
52 H 4.677 2.051 -0.107
53 H 3.512 1.840 2.128
54 H 4.146 0.200 2.268
55 H 2.347 3.059 1.130
56 H 0.349 4.265 0.522
57 H -3.492 3.569 -1.284
58 H -6.032 0.680 -0.606


Entry 6:
Density functional theory data (ωB97M-V/def2-TZVPD) for a 2-piece molecular cluster, C8H15NO2 overall.

Properties
Kohn-Sham gap = 9.674 eV
Relative energy (zero: lowest compared OMol25 entry of this formula, charge and spin) = 262.81 kJ/mol
E = -519.0003 hartree
2S+1 = 1

Cartesian coordinates (Å):
1 C -2.107 2.357 -0.839
2 C -1.200 1.465 -0.005
3 C -1.551 0.038 -0.276
4 C -1.980 -0.777 0.692
5 C -2.324 -2.240 0.519
6 O -1.944 -2.747 -0.745
7 H -1.791 3.387 -0.759
8 H -3.138 2.284 -0.492
9 H -2.073 2.022 -1.885
10 H -0.152 1.673 -0.295
11 H -1.303 1.713 1.068
12 H -1.481 -0.304 -1.300
13 H -2.133 -0.364 1.693
14 H -1.859 -2.828 1.317
15 H -3.405 -2.371 0.610
16 H -0.981 -2.605 -0.805
17 N 3.096 1.839 0.318
18 C 3.130 0.513 -0.051
19 C 2.762 -0.596 0.604
20 C 3.000 -1.905 0.009
21 O 3.495 -2.116 -1.088
22 H 2.997 2.420 -0.494
23 H 2.333 2.059 0.957
24 H 3.662 0.359 -0.995
25 H 2.249 -0.563 1.570
26 H 2.699 -2.714 0.673


Entry 7:
Density functional theory data (ωB97M-V/def2-TZVPD) for C43H38ClP2Tm as an isolated structure.

Properties
Expectation value of S² = 2.003
Kohn-Sham gap (spin up / spin down) = 5.992 / 5.972 eV
E = -3888.8120 hartree
Total charge = +2
2S+1 = 3

Cartesian coordinates (Å):
1 C 0.580 -1.233 -3.900
2 C -0.438 -1.452 -2.955
3 C -1.751 -1.647 -3.405
4 C -2.033 -1.633 -4.770
5 C -1.013 -1.457 -5.705
6 C 0.297 -1.256 -5.265
7 P -0.039 -1.398 -1.162
8 C -1.246 -2.647 -0.536
9 C -2.296 -2.229 0.310
10 C -3.339 -3.109 0.602
11 C -3.319 -4.421 0.116
12 C -2.217 -4.873 -0.618
13 C -1.172 -3.994 -0.921
14 Tm -0.371 1.350 0.428
15 P 0.182 1.862 -2.140
16 C -1.359 2.062 -3.135
17 C -1.326 2.721 -4.379
18 C -2.363 2.499 -5.292
19 C -3.567 1.944 -4.842
20 C -3.697 1.530 -3.510
21 C -2.576 1.495 -2.681
22 C 0.074 3.190 -0.884
23 C 1.112 3.192 0.106
24 C 0.743 3.446 1.447
25 C -0.461 4.135 1.703
26 C -1.420 4.253 0.715
27 C -1.222 3.635 -0.528
28 C 1.818 2.284 -2.815
29 C 2.891 1.380 -2.624
30 C 4.150 1.715 -3.118
31 C 4.332 2.916 -3.821
32 C 3.260 3.785 -4.053
33 C 1.994 3.475 -3.549
34 C 1.539 -2.369 -1.186
35 C 1.795 -3.382 -2.131
36 C 2.988 -4.115 -2.108
37 C 3.923 -3.906 -1.092
38 C 3.665 -2.929 -0.124
39 C 2.517 -2.138 -0.196
40 H 2.157 3.033 -0.168
41 H 1.473 3.329 2.251
42 H -0.602 4.627 2.667
43 H -2.333 4.824 0.874
44 H -1.983 3.697 -1.305
45 H -0.463 3.338 -4.638
46 H -2.233 2.803 -6.338
47 H -4.417 1.875 -5.523
48 H -4.673 1.225 -3.124
49 H -2.666 1.041 -1.683
50 H 2.719 0.440 -2.084
51 H 4.995 1.043 -2.950
52 H 5.320 3.178 -4.198
53 H 3.393 4.713 -4.617
54 H 1.135 4.136 -3.721
55 H 1.060 -3.614 -2.905
56 H 3.171 -4.859 -2.885
57 H 4.834 -4.505 -1.049
58 H 4.359 -2.787 0.706
59 H 2.383 -1.347 0.541
60 H -2.312 -1.228 0.753
61 H -4.181 -2.777 1.211
62 H -4.153 -5.096 0.325
63 H -2.169 -5.912 -0.947
64 H -0.302 -4.372 -1.452
65 H -2.549 -1.827 -2.682
66 H -3.061 -1.779 -5.107
67 H -1.232 -1.499 -6.774
68 H 1.112 -1.114 -5.978
69 H 1.610 -1.073 -3.571
70 H 0.322 1.082 -4.701
71 H 0.946 1.512 -4.584
72 Cl -1.753 1.353 2.749
73 C -0.792 0.275 3.787
74 C -0.937 0.302 5.171
75 C -0.421 -0.780 5.915
76 C 0.180 -1.868 5.259
77 C 0.410 -1.828 3.891
78 C 0.038 -0.667 3.150
79 C 0.496 -0.450 1.764
80 H -1.425 1.149 5.658
81 H -0.519 -0.798 6.995
82 H 0.494 -2.746 5.825
83 H 0.905 -2.642 3.344
84 H 0.373 -1.398 1.226
85 H 1.544 -0.113 1.745


Entry 8:
Density functional theory data (ωB97M-V/def2-TZVPD) for C4H6F3N in the gas phase.

Properties
Kohn-Sham gap = 11.461 eV
Relative energy (zero: lowest compared OMol25 entry of this formula, charge and spin) = 86.40 kJ/mol
E = -510.3090 hartree
2S+1 = 1

Cartesian coordinates (Å):
1 C 1.425 -1.232 -0.659
2 C 0.614 -0.560 0.137
3 C -0.848 0.260 -0.399
4 N -0.509 1.625 -0.152
5 F -1.135 -0.031 -1.719
6 C -2.026 -0.296 0.566
7 F -2.166 -1.619 0.125
8 F -3.142 0.345 0.376
9 H 2.192 -1.754 -0.145
10 H 1.167 -1.545 -1.711
11 H 0.696 -0.265 1.155
12 H -1.259 2.207 -0.423
13 H 0.344 1.883 -0.670
14 H -1.556 -0.274 1.642


Entry 9:
Density functional theory data (ωB97M-V/def2-TZVPD) for C2HF3N2 as an isolated structure.

Properties
Kohn-Sham gap = 9.089 eV
Relative energy (zero: lowest compared OMol25 entry of this formula, charge and spin) = 446.07 kJ/mol
E = -485.7374 hartree
2S+1 = 1

Cartesian coordinates (Å):
1 C -0.225 -0.332 -0.245
2 C 3.986 0.006 -0.030
3 N 2.179 0.037 -0.488
4 N 0.981 -0.122 -0.178
5 F 4.257 -0.729 1.023
6 F 4.504 -0.494 -1.116
7 F 4.309 1.256 0.149
8 H -1.115 0.198 -0.051


Entry 10:
Density functional theory data (ωB97M-V/def2-TZVPD) for C2H6O2 in the gas phase.

Properties
Kohn-Sham gap = 10.631 eV
Relative energy (zero: lowest compared OMol25 entry of this formula, charge and spin) = 107.09 kJ/mol
E = -230.2398 hartree
2S+1 = 1

Cartesian coordinates (Å):
1 O 1.536 -0.051 -0.314
2 C 0.425 0.756 -0.228
3 C -0.850 -0.097 0.124
4 O -0.473 -1.370 -0.468
5 H 1.223 -0.929 -0.009
6 H 0.573 1.498 0.495
7 H 0.288 1.282 -1.208
8 H -1.735 0.250 -0.333
9 H -0.933 -0.189 1.171
10 H -0.674 -2.068 0.160


Entry 11:
Density functional theory data (ωB97M-V/def2-TZVPD) for a 9-piece molecular cluster, C8H36BN16O8 overall.

Properties
Expectation value of S² = 0.760
Kohn-Sham gap (spin up / spin down) = 9.063 / 3.286 eV
Relative energy (zero: lowest compared OMol25 entry of this formula, charge and spin) = 0.00 kJ/mol
E = -1829.1609 hartree
2S+1 = 2

Cartesian coordinates (Å):
1 B 0.432 -0.086 -0.358
2 H 1.030 0.456 -1.074
3 H 1.146 -0.475 0.352
4 H -0.256 0.597 0.115
5 H -0.034 -0.948 -0.810
6 C -2.651 -0.450 4.129
7 O -3.557 -0.493 3.401
8 N -1.420 -0.259 3.759
9 N -2.834 -0.434 5.437
10 H -1.277 -0.096 2.772
11 H -0.793 -0.147 4.542
12 H -3.816 -0.480 5.669
13 H -2.106 -0.111 6.057
14 C -4.411 1.876 -1.288
15 O -5.216 1.171 -1.899
16 N -4.510 3.148 -1.146
17 N -3.269 1.479 -0.817
18 H -5.401 3.615 -1.233
19 H -3.656 3.678 -1.050
20 H -2.756 0.650 -1.082
21 H -2.856 2.298 -0.394
22 C 1.077 2.615 1.867
23 O 1.266 3.597 2.611
24 N 1.662 2.235 0.800
25 N 0.134 1.781 2.172
26 H 1.523 1.283 0.492
27 H 2.460 2.701 0.392
28 H -0.366 1.943 3.034
29 H -0.162 1.329 1.318
30 C 4.553 -1.777 -0.070
31 O 4.407 -2.298 -1.156
32 N 5.548 -2.056 0.641
33 N 3.717 -0.971 0.581
34 H 6.256 -2.634 0.211
35 H 5.721 -1.492 1.460
36 H 3.817 -0.500 1.468
37 H 2.873 -0.818 0.048
38 C -0.560 2.618 -2.836
39 O -0.799 3.450 -3.707
40 N -0.032 2.916 -1.728
41 N -0.682 1.346 -3.062
42 H -0.097 2.239 -0.982
43 H -0.251 3.897 -1.628
44 H -0.346 0.684 -2.377
45 H -0.975 1.084 -3.992
46 C -3.034 -1.959 0.237
47 O -2.773 -2.884 -0.496
48 N -2.362 -0.884 0.310
49 N -3.979 -2.027 1.146
50 H -1.454 -0.825 -0.129
51 H -2.655 -0.054 0.806
52 H -4.560 -2.853 1.163
53 H -4.150 -1.249 1.766
54 C 3.140 0.194 -3.659
55 O 3.533 1.218 -3.047
56 N 2.195 -0.583 -3.334
57 N 3.618 -0.077 -4.788
58 H 1.817 -0.385 -2.419
59 H 1.915 -1.275 -4.015
60 H 3.320 -0.907 -5.281
61 H 4.312 0.596 -5.080
62 C 1.109 -3.547 0.919
63 O 1.424 -4.672 1.279
64 N 1.219 -2.567 1.693
65 N 0.913 -3.058 -0.309
66 H 1.249 -2.805 2.674
67 H 0.963 -1.663 1.322
68 H 0.650 -2.090 -0.425
69 H 1.057 -3.805 -0.973


The records above give, respectively, max |F| values of 2.5 1.2 7.7 3.5 1.2 1.3 5.6 5.0 4.1 3.4 7.2 eV Å⁻¹.